Computed, not measured: 2 unconnected molecules or ions with the total composition C28H49BN3O6 at a distorted geometry, with ωB97M-V/def2-TZVPD.

Computed properties:
- Energy relative to the best compared isomer or geometry (same formula, charge and spin): 0.000 eV
- HOMO level: -10.472 eV
- F_max: 1.30 eV Å⁻¹
- Spin multiplicity: 1
- Charge: +1

```
87
Properties=species:S:1:pos:R:3:forces:R:3
C 3.3163 -1.7378 -1.6616 -0.8 -0.2 0.1
C 2.2663 -2.6151 -0.9529 0.5 -0.3 0.1
C 1.9732 -2.2021 0.4928 0.2 0.0 -0.3
C 1.7058 -0.7046 0.7048 -0.5 -0.3 1.1
C 0.2059 -0.3983 0.9385 0.3 0.2 -0.8
C -0.2925 0.8923 0.2351 -0.4 -0.8 0.1
C -1.5951 0.6325 -0.4862 -0.4 0.3 -0.3
C -2.7863 0.9679 0.1266 0.7 -0.1 -0.1
C -4.0337 0.7691 -0.4916 0.2 0.2 0.5
N -5.1800 1.1584 0.1550 0.0 -0.3 -0.6
C -6.2703 0.9600 -0.5269 -0.1 0.2 0.5
C -6.2971 0.3543 -1.8136 0.1 -0.3 -0.3
O -7.5026 0.2095 -2.4351 0.0 0.1 -0.2
N -5.2278 -0.0231 -2.4353 0.0 0.2 0.2
C -4.0515 0.2045 -1.7682 0.0 -0.2 -0.3
C -2.8417 -0.1559 -2.4111 0.4 0.2 -0.4
B -2.9772 -0.8334 -3.8400 -0.5 -0.4 0.2
O -3.3059 -2.1908 -3.9052 0.8 0.2 -0.4
O -2.7748 -0.1578 -5.0066 0.6 0.1 0.5
C -1.6108 0.0602 -1.8073 -0.8 0.2 0.5
C -0.3314 -0.3059 -2.5177 0.0 0.0 -0.4
C 0.1022 0.6124 -3.6964 0.0 0.3 0.4
C -0.3004 2.0789 -3.5866 0.5 0.3 -0.2
C 0.6222 2.8778 -2.6486 -0.2 0.3 -0.4
C -0.0913 3.9599 -1.8410 0.0 -0.2 0.5
C 0.6083 4.3233 -0.5175 0.0 0.6 -0.8
C 2.1510 4.3145 -0.5654 -0.3 0.0 1.0
C 2.7564 3.3292 0.4411 0.6 0.0 0.3
O 3.2816 2.1310 -0.1688 -0.7 0.1 -0.4
C 4.3909 2.3380 -0.9234 -0.2 -0.6 -0.4
C 4.3495 1.6589 -2.2619 -0.8 0.0 0.1
O 5.3005 3.0027 -0.5557 0.8 0.9 0.4
H 3.9059 -1.2023 -0.9226 0.3 0.0 -0.1
H 3.9511 -2.3419 -2.2985 0.2 0.0 -0.1
H 2.8090 -1.0170 -2.3001 0.1 0.3 0.0
H 2.6652 -3.6293 -0.9160 -0.1 -0.2 0.0
H 1.3508 -2.6885 -1.5357 -0.1 0.2 -0.1
H 2.8161 -2.5238 1.1068 0.2 0.1 0.0
H 1.1234 -2.7955 0.8334 -0.1 0.0 0.2
H 2.1227 -0.0787 -0.0777 0.0 0.0 -0.2
H 2.2201 -0.4173 1.6230 0.3 0.2 -0.1
H -0.3619 -1.2351 0.5304 -0.2 -0.1 0.0
H -0.0180 -0.3554 2.0029 0.0 -0.1 0.1
H -0.4422 1.6981 0.9478 0.1 0.1 0.1
H 0.4531 1.1903 -0.4892 0.2 0.3 0.0
H -2.7451 1.4117 1.1128 -0.2 0.1 0.1
H -7.2114 1.2739 -0.0935 -0.1 0.0 0.1
H -8.0114 -0.5084 -2.0460 0.0 0.0 0.1
H -2.6050 -2.7231 -3.5153 -0.4 -0.2 0.3
H -2.3665 -0.7653 -5.6348 -0.6 0.0 -0.4
H 0.4970 -0.3631 -1.8222 0.0 0.0 0.3
H -0.4321 -1.3159 -2.9224 0.0 -0.1 0.0
H 1.1937 0.5943 -3.7128 0.1 -0.1 -0.2
H -0.2293 0.2287 -4.6532 -0.2 -0.2 0.0
H -1.3447 2.2335 -3.3251 -0.1 -0.3 0.1
H -0.1803 2.5077 -4.5806 -0.2 0.0 -0.1
H 1.3518 3.3879 -3.2789 0.2 -0.1 0.0
H 1.2159 2.2172 -2.0176 -0.1 -0.1 0.2
H -1.1021 3.6341 -1.5910 -0.1 -0.1 -0.1
H -0.2126 4.8580 -2.4445 0.0 0.0 -0.2
H 0.2939 5.3342 -0.2624 -0.1 0.1 0.1
H 0.2250 3.6947 0.2802 0.2 -0.2 0.1
H 2.5040 5.2958 -0.2584 0.1 0.2 -0.1
H 2.5427 4.1504 -1.5641 0.0 -0.1 -0.1
H 3.5420 3.7993 1.0280 0.2 0.0 -0.1
H 2.0166 2.9867 1.1563 -0.2 -0.1 0.0
H 4.8569 0.7003 -2.2350 0.3 0.0 -0.1
H 4.7605 2.3348 -3.0024 0.4 -0.1 0.0
H 3.3085 1.4829 -2.5216 0.0 -0.2 -0.1
C 0.0198 -3.9637 6.6951 -0.2 0.1 0.2
C -0.8435 -3.7894 5.4537 0.4 -0.3 0.2
C -0.0810 -3.6340 4.1396 -0.2 0.3 -0.4
O 0.5198 -2.3615 4.0518 0.1 -0.1 0.2
C 1.8563 -2.2607 4.5619 0.0 0.2 0.0
N -1.6458 -2.5201 5.5976 -0.2 0.2 -0.1
H 0.5129 -3.0373 6.9907 0.1 0.0 -0.1
H -0.5870 -4.2894 7.5418 0.0 0.0 0.0
H 0.7816 -4.7206 6.5245 0.0 0.0 0.0
H -1.5527 -4.6140 5.3851 0.0 0.0 -0.1
H -0.7976 -3.6849 3.3138 0.0 0.0 0.0
H 0.6360 -4.4431 3.9915 0.0 0.0 0.2
H 2.3806 -3.2150 4.5036 0.0 0.0 0.0
H 1.8506 -1.9055 5.5938 0.1 -0.1 0.0
H 2.3821 -1.5256 3.9569 0.0 0.0 -0.1
H -2.0694 -2.4144 6.5195 0.0 -0.1 0.0
H -2.3795 -2.4520 4.8886 0.0 0.0 0.0
H -1.0059 -1.7330 5.4215 0.1 -0.1 0.0
```
Positions in Å, forces in eV/Å.

The computed Löwdin charges, all in e, follow: -0.095, -0.246, -0.217, -0.191, -0.160, -0.142, -0.155, 0.034, -0.212, 0.140, -0.055, -0.354, 0.068, 0.235, -0.155, 0.023, -0.615, 0.150, 0.191, -0.115, -0.110, -0.160, -0.177, -0.208, -0.186, -0.181, -0.139, -0.152, -0.050, -0.549, 0.032, 0.145, 0.073, 0.074, 0.052, 0.100, 0.091, 0.103, 0.094, 0.077, 0.099, 0.105, 0.096, 0.104, 0.077, 0.117, 0.120, 0.114, 0.099, 0.117, 0.080, 0.117, 0.100, 0.097, 0.110, 0.116, 0.113, 0.077, 0.104, 0.115, 0.106, 0.079, 0.115, 0.108, 0.118, 0.113, 0.083, 0.097, 0.056, -0.025, -0.298, -0.182, -0.204, -0.052, 0.226, 0.084, 0.094, 0.103, 0.158, 0.139, 0.142, 0.102, 0.082, 0.091, 0.177, 0.181, 0.167

=====

Computed, not measured: a molecular structure, C28H49N2O2P3Y at a distorted geometry, with ωB97M-V/def2-TZVPD.

Computed properties:
- Energy relative to the best compared isomer or geometry (same formula, charge and spin): 0.404 eV
- HOMO level (alpha / beta): -14.316 / -14.318 eV
- F_max: 8.36 eV Å⁻¹
- Spin multiplicity: 1
- Charge: +3

```
85
Properties=species:S:1:pos:R:3:forces:R:3
Y -1.2452 1.3792 -0.9940 5.0 -6.3 2.4
P 2.6284 -1.6803 0.7649 0.3 -0.2 0.2
P 1.0175 3.1558 -0.9818 1.7 0.6 0.0
P -1.8945 -1.9035 -0.5266 -0.3 -0.5 -0.2
H -1.4224 3.4431 -2.8759 0.3 -0.5 0.5
C -2.1667 2.6812 -2.6157 -3.8 2.5 -0.5
C -2.9335 2.7871 -1.4498 -1.1 2.5 -3.5
H -2.7062 3.5491 -0.6854 0.1 -0.3 -0.3
C 4.1142 -2.6698 0.9935 0.0 0.0 -0.1
C 2.8934 0.0159 1.3330 0.1 0.4 -0.2
C 1.2916 -2.3479 1.7715 -0.3 -0.2 0.0
C 1.1014 4.8187 -1.7738 -0.4 0.2 -0.2
C 1.7623 3.5634 0.6483 -0.3 -0.1 0.5
C 2.4346 2.3215 -1.8060 -0.1 -0.4 -0.2
C -3.3465 -2.3825 -1.5512 -0.1 0.4 0.0
C -2.4957 -2.5192 1.1000 -0.1 0.2 0.3
C -0.7899 -3.2993 -0.9991 0.4 0.3 -0.2
H -2.4457 2.0282 -3.4548 0.0 0.1 0.5
H -3.9227 2.3233 -1.3512 0.5 -0.4 0.0
H 4.3421 -2.8087 2.0610 -0.1 0.1 -0.4
H 4.9508 -2.1609 0.4925 -0.2 -0.2 0.2
H 3.9449 -3.6465 0.5150 0.1 0.3 0.2
H 3.4381 0.0236 2.2905 -0.2 -0.2 -0.3
H 1.9391 0.5386 1.4921 0.2 -0.3 -0.1
H 3.4797 0.5830 0.5976 -0.1 -0.2 0.2
H 1.5286 -2.2642 2.8422 0.2 0.1 -0.4
H 1.1185 -3.4078 1.5492 0.1 0.2 0.0
H 0.3644 -1.7888 1.5901 0.2 -0.1 -0.1
H 1.3348 5.5758 -1.0114 -0.1 -0.2 -0.3
H 0.1465 5.0863 -2.2432 0.2 0.1 0.1
H 1.8784 4.8409 -2.5500 -0.2 -0.1 0.3
H 2.8617 3.5952 0.5905 -0.4 0.1 -0.1
H 1.4770 2.8371 1.4216 0.1 0.2 -0.2
H 1.3859 4.5527 0.9481 0.2 -0.4 0.1
H 3.3807 2.8349 -1.5762 -0.4 0.0 -0.1
H 2.2681 2.3350 -2.8917 0.1 -0.1 0.2
H 2.4956 1.2686 -1.5007 -0.1 0.2 -0.2
H -3.6467 -3.4056 -1.2839 0.0 0.3 -0.2
H -3.0971 -2.3309 -2.6185 -0.1 -0.1 0.3
H -4.1735 -1.6900 -1.3472 0.0 -0.2 -0.1
H -3.2290 -3.3261 0.9514 0.3 0.2 0.1
H -2.9832 -1.6963 1.6394 0.0 -0.2 0.0
H -1.6643 -2.8920 1.7142 -0.3 0.1 -0.2
H -1.3903 -4.1933 -1.2245 0.2 0.3 0.1
H -0.0844 -3.5317 -0.1907 -0.2 0.0 -0.3
H -0.2167 -3.0087 -1.8891 -0.1 -0.2 0.2
C 0.3761 -0.6417 -3.2434 -0.4 -0.1 -0.4
C 1.2795 -1.0336 -4.2843 -0.5 0.0 0.2
C 0.7989 -1.4793 -5.5053 0.1 0.3 0.2
C -0.5731 -1.4384 -5.7969 -0.5 0.0 0.1
C -1.4673 -0.9387 -4.8487 -0.1 0.2 -0.6
C -1.0157 -0.4955 -3.6092 1.0 0.0 0.5
O 0.8054 -0.5156 -2.0107 -1.0 1.5 0.8
H 2.3345 -1.7465 -0.6274 -0.2 0.3 0.6
H 2.3471 -1.0226 -4.0629 -0.3 -0.2 0.0
H 1.4952 -1.8552 -6.2556 -0.2 0.2 0.2
H -0.9410 -1.7836 -6.7669 0.1 0.1 0.4
H -2.5392 -0.8813 -5.0606 0.4 -0.1 -0.1
H -1.7804 -0.1474 -2.8773 0.3 -0.5 -0.2
C -3.1362 0.9090 5.4943 -0.3 -0.1 0.8
N -3.3258 1.0488 4.0631 -0.4 0.0 0.2
N -2.2907 1.1969 3.2050 0.7 -0.2 -0.5
C -2.7774 1.3340 1.9516 -0.9 -0.4 1.0
O -1.9671 1.3936 0.9512 0.3 0.5 -0.8
C -4.1855 1.2898 2.0454 1.0 0.1 -0.7
C -4.4823 1.0955 3.3824 0.3 0.0 0.2
C -5.7754 0.9319 4.0726 -0.7 0.0 0.1
C -0.9202 1.1863 3.6370 0.3 -0.1 -0.1
C -0.3589 0.0145 4.1552 -0.1 0.1 -0.2
C 0.9059 0.0753 4.7412 0.0 0.1 -0.2
C 1.5769 1.3030 4.8024 -0.1 0.0 0.2
C 1.0231 2.4586 4.2381 0.2 -0.3 -0.2
C -0.2052 2.3802 3.5866 -0.3 0.0 0.2
H -3.7724 1.6310 6.0206 0.1 -0.2 -0.2
H -2.1002 1.1049 5.7687 -0.2 0.0 -0.1
H -3.4009 -0.1061 5.8186 0.1 0.3 -0.1
H -4.8388 1.3771 1.1941 -0.2 -0.1 0.2
H -5.8218 -0.0115 4.6333 0.1 0.2 -0.1
H -5.9737 1.7533 4.7747 0.1 -0.2 -0.2
H -6.5855 0.9189 3.3357 0.2 0.0 0.2
H -0.9182 -0.9238 4.0860 0.1 0.3 0.2
H 1.3604 -0.8291 5.1600 -0.2 0.4 -0.1
H 2.5312 1.3651 5.3262 -0.2 0.0 -0.2
H 1.5409 3.4177 4.3066 -0.1 -0.4 -0.1
H -0.6481 3.2334 3.0682 0.1 -0.1 0.4
```
Positions in Å, forces in eV/Å.

The computed Löwdin charges, all in e, follow: 1.369, 0.925, 0.789, 0.786, 0.082, -0.130, -0.132, 0.107, -0.194, -0.198, -0.215, -0.232, -0.265, -0.270, -0.277, -0.274, -0.247, 0.098, 0.113, 0.080, 0.077, 0.078, 0.079, 0.038, 0.058, 0.067, 0.066, 0.027, 0.058, 0.034, 0.067, 0.069, -0.004, 0.056, 0.069, 0.062, 0.007, 0.059, 0.039, 0.044, 0.060, 0.021, 0.029, 0.068, 0.011, 0.039, -0.470, -0.018, -0.057, -0.068, -0.096, -0.129, -0.258, 0.062, 0.115, 0.122, 0.119, 0.116, 0.019, 0.048, -0.029, 0.060, -0.370, -0.236, 0.088, -0.227, 0.017, -0.209, -0.031, -0.064, -0.051, -0.052, -0.018, 0.118, 0.099, 0.120, 0.124, 0.109, 0.111, 0.104, 0.130, 0.123, 0.125, 0.128, 0.131